Record 1
Entry from the OMol25 dataset: 2 unconnected molecules or ions with the total composition C11H22INO8P (ωB97M-V with the def2-TZVPD basis set).

F_max   3.0 eV/A
M   454.17 g mol⁻¹
Electronic energy   -1727.87538 Eh
Total charge   -1

CARTESIAN COORDINATES (ANGSTROEM)
I (3.608711, -3.046783, 1.444255)
P (1.215968, -2.910327, 2.089281)
O (0.457050, 2.647099, -2.310198)
O (0.709200, -4.488292, 2.475305)
O (0.674574, -1.431973, 3.845688)
O (-0.676639, -3.338602, -0.142740)
O (1.203257, 0.657636, 4.243357)
O (-0.383920, -0.086815, 0.949161)
O (0.813790, 2.080989, 1.229848)
O (2.383839, -0.466075, 2.672599)
N (0.171413, -1.889100, -1.814024)
C (0.179412, -2.371668, 0.577191)
C (-0.845167, -1.391011, 1.229098)
C (-1.021553, -2.688344, -1.306243)
C (1.091193, 1.937235, -1.237197)
C (-0.961489, 2.559902, -2.241558)
C (1.461030, -0.403815, 3.566540)
C (1.069147, 2.806766, 0.056520)
C (1.041523, -1.873263, -0.581362)
C (-1.483010, 2.254138, -3.678609)
C (-0.508570, 2.196092, 1.704377)
C (-1.326089, 0.901887, 1.283428)
H (-1.652078, 3.165398, -4.258724)
H (-1.974542, 0.572450, 2.108901)
H (1.727123, -1.036553, -0.423177)
H (-1.395645, 3.513072, -1.908873)
H (-0.444768, 2.187025, 2.802941)
H (0.380782, 3.650181, -0.118568)
H (-1.016710, 3.116756, 1.377492)
H (-0.758384, 1.587794, -4.160575)
H (2.081904, 3.225662, 0.169813)
H (0.595441, -2.462562, -2.545205)
H (0.696031, -4.448280, 3.442696)
H (-1.791023, -1.897781, -1.199716)
H (-1.440274, -3.300748, -2.116008)
H (-1.952333, 1.206732, 0.418598)
H (0.654279, 0.935298, -1.095727)
H (-0.019697, -0.992480, -2.263980)
H (-2.424655, 1.694791, -3.566516)
H (-1.250161, 1.722983, -1.589850)
H (-0.827697, -1.580608, 2.323471)
H (-1.888631, -1.564964, 0.906083)
H (2.129732, 1.784971, -1.566463)
H (1.697637, -2.734813, -0.791332)

Cartesian forces, eV/Å:
I 1.5 -0.9 -1.3
P 0.6 1.0 2.8
O -0.2 -0.5 0.2
O -0.4 0.5 -0.9
O -0.5 -1.0 -0.2
O 0.5 0.0 -1.4
O 0.4 -0.4 -0.7
O -0.9 -0.2 -0.4
O -0.5 1.2 -0.4
O -0.8 -0.8 -0.1
N 0.3 -0.7 -0.3
C -1.7 -0.1 -0.8
C 0.7 -0.1 0.5
C -2.1 1.0 -0.4
C 0.5 0.7 -0.1
C 0.1 -0.1 -1.4
C -0.5 1.9 1.0
C 0.8 -0.6 -0.2
C 1.7 -1.4 0.7
C -0.1 -0.3 1.1
C -0.2 -1.5 0.9
C 0.4 1.5 0.2
H 0.1 -0.3 0.0
H 0.2 0.1 -0.2
H -0.7 0.3 0.0
H 0.1 -0.3 0.3
H 0.2 0.0 -0.3
H 0.0 -0.2 0.2
H 0.1 -0.2 -0.1
H -0.1 0.3 -0.1
H -0.3 0.0 0.0
H 0.4 0.2 0.2
H 0.0 0.0 -0.1
H 0.2 -0.2 0.6
H 0.6 -0.5 0.3
H 0.0 -0.6 0.1
H -0.2 0.4 0.3
H -0.4 0.1 0.6
H 0.1 0.3 -0.3
H 0.0 0.4 0.1
H 0.0 0.4 -0.2
H 0.4 0.0 -0.4
H -0.3 0.1 0.1
H 0.1 0.4 0.2


Record 2
Entry from the OMol25 dataset: a molecular structure, C50H43CuN6O3 (ωB97M-V with the def2-TZVPD basis set).

F_max   0.4 eV/A
M   839.48 g mol⁻¹
Total charge   -2
Relative energy (zero: lowest compared OMol25 entry of this formula, charge and spin)   3.9 kcal/mol

CARTESIAN COORDINATES (ANGSTROEM)
Cu (0.327989, 0.274868, -1.712629)
O (-1.395923, -2.372840, 1.485739)
O (4.815620, -0.124892, 1.527085)
O (2.691788, -2.923683, 2.545577)
N (1.130651, -9.350778, 0.090163)
N (0.654484, -0.813689, 2.773220)
N (-2.877990, 0.156001, -2.347598)
N (-0.047479, -0.084611, 0.660158)
N (-6.619812, 0.541013, -0.476343)
N (2.223764, -0.431068, 1.114230)
C (-5.385089, 0.401259, -1.131023)
C (0.380775, -4.226702, -1.481237)
C (-0.533612, 3.972100, -5.571280)
C (0.545072, 4.164483, 0.846150)
C (2.303361, -0.769812, 6.072052)
C (-0.209409, 2.190019, -2.281160)
C (4.636595, 1.156855, -1.903817)
C (-0.454938, -6.275316, -0.454434)
C (0.193517, -2.888744, -1.851035)
C (-4.012803, 0.152597, 2.054489)
C (3.269236, 1.040111, -2.124901)
C (2.359354, 0.511828, -1.193150)
C (-4.648189, -0.772912, -1.030275)
C (5.172424, 0.764046, -0.681161)
C (1.541835, -3.516508, 1.930797)
C (1.615434, -4.890945, -1.683785)
C (0.912481, -0.427368, 1.440593)
C (-2.067830, -1.186795, 1.560889)
C (-0.208888, 2.512526, -3.592602)
C (0.708660, 3.318486, -0.235988)
C (-0.647591, -4.975346, -0.859013)
C (4.311914, 0.261296, 0.274166)
C (-0.006885, 6.320114, -5.590935)
C (-3.582961, 1.276613, -2.429780)
C (1.562239, -1.143431, 3.782354)
C (2.494258, -2.191818, 3.678811)
C (-0.629804, 4.893393, 1.022637)
C (-2.050591, -3.518020, 1.964365)
C (0.422107, 6.205627, -4.272900)
C (-1.469666, 3.937077, -1.028121)
C (-2.035790, 1.178748, 1.160720)
C (-1.633909, 4.768914, 0.068096)
C (0.976245, -8.255656, -0.242073)
C (3.254372, -1.772782, 5.941350)
C (-0.125254, 3.836562, -4.235075)
C (0.370272, 4.990845, -3.608155)
C (-0.298115, 3.172426, -1.212569)
C (-4.830138, 1.454051, -1.849088)
C (3.337965, -2.471449, 4.748974)
C (-3.348447, 1.279275, 1.601872)
C (0.780019, -6.909826, -0.655377)
C (4.742530, 0.928039, 2.471090)
C (-3.407670, -0.840052, -1.646449)
C (0.063664, -1.674390, -2.052489)
C (-3.369377, -1.080320, 2.033567)
C (-0.481144, 5.186078, -6.237887)
C (1.482724, -0.462536, 5.001999)
C (2.939790, 0.127291, 0.014454)
C (-1.357251, -0.038748, 1.144513)
C (1.810619, -6.191185, -1.280551)
H (-1.354233, -4.343175, 1.832916)
H (-0.297959, 1.703605, -4.318742)
H (1.344073, 4.243220, 1.576758)
H (-5.019915, -1.611027, -0.451273)
H (-2.308117, -3.420621, 3.026336)
H (-3.841632, 2.243225, 1.581484)
H (5.012417, 0.512659, 3.443484)
H (-2.965035, -3.731163, 1.398299)
H (-0.811439, 5.246719, -7.269761)
H (1.608154, 2.724598, -0.343289)
H (-5.349089, 2.402570, -1.935930)
H (6.230624, 0.838805, -0.456560)
H (-3.109472, 2.077712, -2.987452)
H (2.878717, 1.380457, -3.082282)
H (4.057003, -3.268372, 4.608779)
H (3.919502, -2.015813, 6.760308)
H (-1.260108, -6.822338, 0.022760)
H (5.434255, 1.736196, 2.209581)
H (1.077788, -4.222297, 2.627502)
H (0.039471, 7.272719, -6.106351)
H (-0.902608, 3.091131, -6.086110)
H (0.728871, 4.925234, -2.590897)
H (-3.901254, -1.963046, 2.364522)
H (-2.256336, 3.859177, -1.768239)
H (-2.787131, -1.729299, -1.566679)
H (0.812702, 7.074727, -3.754483)
H (-2.556808, 5.330795, 0.176001)
H (-7.233700, 1.210788, -0.914551)
H (-0.759467, 5.537876, 1.884413)
H (2.769830, -6.669572, -1.438116)
H (2.846693, -0.841256, 1.790975)
H (-7.090984, -0.336824, -0.318531)
H (2.417806, -4.336367, -2.151983)
H (5.287623, 1.555730, -2.676892)
H (0.762476, 0.343975, 5.080253)
H (-1.601359, -4.488084, -0.705175)
H (-5.040556, 0.215148, 2.391190)
H (1.914255, -4.051713, 1.060947)
H (2.211975, -0.212037, 6.995700)
H (0.811238, -2.775719, 1.608782)
H (3.729830, 1.341438, 2.524814)
H (-1.506397, 2.051313, 0.801685)
H (-0.236914, -0.471428, 3.098571)

Cartesian forces, eV/Å:
Cu 0.3 -0.1 -0.1
O -0.1 0.0 -0.1
O 0.0 0.0 0.0
O 0.1 0.0 0.2
N 0.0 0.1 0.0
N 0.0 0.2 0.0
N -0.2 0.0 -0.1
N 0.0 0.2 0.3
N 0.0 0.0 0.0
N 0.0 -0.1 0.1
C 0.0 0.0 0.0
C 0.0 0.1 0.0
C 0.0 0.0 0.0
C 0.0 0.0 0.0
C 0.0 0.0 0.0
C 0.1 -0.2 0.1
C 0.0 0.0 0.0
C 0.0 0.0 0.0
C -0.1 -0.1 0.0
C 0.0 0.1 0.0
C 0.0 0.0 0.0
C -0.3 -0.1 -0.1
C 0.0 0.0 0.0
C 0.0 0.0 0.0
C -0.1 0.0 -0.2
C 0.0 0.0 0.0
C 0.0 0.1 -0.1
C 0.0 0.1 0.0
C 0.0 0.1 0.0
C 0.0 0.0 0.0
C 0.0 0.0 0.0
C -0.1 0.0 0.0
C 0.0 0.0 0.0
C 0.0 0.0 0.0
C -0.1 0.0 0.2
C 0.0 0.0 -0.2
C 0.0 0.0 0.0
C 0.0 0.0 0.0
C 0.0 0.0 0.0
C 0.1 0.0 0.0
C 0.0 0.0 0.0
C 0.0 0.0 0.0
C 0.0 -0.3 0.1
C 0.0 0.0 -0.1
C 0.0 0.0 0.0
C 0.0 0.0 0.0
C -0.1 0.0 0.0
C 0.0 0.0 0.0
C 0.1 0.0 0.0
C 0.0 0.0 0.0
C 0.0 0.3 -0.1
C 0.0 0.0 0.0
C 0.1 0.0 0.0
C 0.1 0.4 0.2
C 0.0 0.0 0.0
C 0.0 0.0 0.0
C 0.0 0.0 -0.1
C 0.1 0.1 -0.1
C 0.0 -0.1 0.0
C 0.0 0.0 0.0
H 0.0 0.0 0.0
H 0.0 0.0 0.0
H 0.0 0.0 0.0
H 0.0 0.0 0.0
H 0.0 0.0 0.0
H 0.0 0.0 0.0
H 0.0 0.0 0.0
H 0.0 0.0 0.0
H 0.0 0.0 0.0
H 0.0 0.0 0.0
H 0.0 0.0 0.0
H 0.0 0.0 0.0
H 0.0 0.0 0.0
H 0.0 0.0 0.0
H 0.0 0.0 0.0
H 0.0 0.0 0.0
H 0.0 0.0 0.0
H 0.0 0.0 0.0
H 0.0 0.0 0.0
H 0.0 0.0 0.0
H 0.0 0.0 0.0
H 0.0 0.0 0.0
H 0.0 0.0 0.0
H 0.0 0.0 0.0
H 0.0 0.0 0.0
H 0.0 0.0 0.0
H 0.0 0.0 0.0
H 0.0 0.0 0.0
H 0.0 0.0 0.0
H 0.0 0.0 0.0
H 0.0 0.0 0.0
H 0.0 0.0 0.0
H 0.0 0.0 0.0
H 0.0 0.0 0.0
H 0.0 0.0 0.0
H 0.0 0.0 0.0
H 0.0 0.0 0.0
H 0.0 0.0 0.0
H 0.0 0.0 0.0
H 0.1 -0.3 0.0
H 0.0 0.0 0.0
H 0.0 0.0 0.0
H 0.0 0.0 0.0


Record 3
Entry from the OMol25 dataset: a molecular structure, C28H40FN5O3Si2W (ωB97M-V with the def2-TZVPD basis set).

F_max   0.6 eV/A
M   753.67 g mol⁻¹
Total charge   +4
Relative energy (zero: lowest compared OMol25 entry of this formula, charge and spin)   0.0 kcal/mol

CARTESIAN COORDINATES (ANGSTROEM)
W (1.831031, 0.993695, -1.959380)
Si (2.764703, 3.634987, -2.804996)
Si (3.799865, -1.733248, -2.224693)
F (-1.206298, -0.039805, 3.976113)
O (0.548226, 0.424631, -0.667450)
O (-1.015503, -0.451396, -4.371431)
O (0.521078, 0.754565, -3.283804)
N (2.556988, 2.567127, -1.338313)
N (-3.324958, -0.969231, -0.995219)
N (-3.806146, -0.923054, 3.847383)
N (-5.410993, -1.295712, 6.211876)
N (3.354922, 0.015306, -1.595499)
C (3.527787, -2.848813, -0.778059)
C (-5.051596, -1.678056, 3.777589)
C (-4.140681, -0.489307, 6.245658)
C (-1.742453, -0.221573, 2.770715)
C (-2.804208, -0.733626, 0.272516)
C (-3.580636, -0.943663, 1.419619)
C (1.291424, 4.682561, -3.085804)
C (3.902673, 0.746228, -0.483165)
C (-4.763038, -3.011041, -0.976268)
C (-3.881382, 0.120034, 4.881756)
C (2.774812, 2.130974, -4.073545)
C (-0.628341, -0.043041, -3.335355)
C (2.441187, -1.903731, -3.484273)
C (5.364195, 1.048969, 1.377573)
C (4.440618, 4.369557, -2.730112)
C (4.924749, 2.364212, 1.524237)
C (4.848913, 0.224135, 0.394669)
C (5.501986, -1.596881, -2.902452)
C (-4.709071, -1.509224, -1.185432)
C (-1.479331, -0.243637, 0.386568)
C (-2.597346, -0.747744, -2.072385)
C (-0.723682, -0.018047, -0.785408)
C (3.955667, 2.891827, 0.688113)
C (-1.292217, -0.261387, -2.024733)
C (3.459567, 2.087131, -0.327854)
C (-5.358824, -2.327191, 5.118719)
C (-0.967422, -0.001910, 1.681313)
C (-3.091340, -0.685949, 2.692413)
H (1.453386, -2.035058, -3.028741)
H (-2.951455, 0.674157, 4.950093)
H (-5.787654, -3.349877, -1.124284)
H (4.496514, 5.101109, -1.920698)
H (5.583731, -0.846686, -3.690658)
H (2.401507, -1.109690, -4.235218)
H (3.312044, 2.848491, -4.725776)
H (-5.887671, -1.040007, 3.457726)
H (4.629130, 4.909429, -3.663349)
H (-4.961674, -2.495412, 3.062702)
H (-6.317985, -2.840475, 5.086932)
H (1.921476, 1.855515, -4.685471)
H (4.339276, -2.840813, -0.051638)
H (-4.995214, -1.247020, -2.201235)
H (-4.593303, -1.292124, 1.300274)
H (-4.674898, 0.834177, 4.625115)
H (-4.445988, -3.308196, 0.023113)
H (6.242655, -1.377196, -2.132112)
H (-6.215466, -0.676567, 6.074695)
H (3.524215, 1.330649, -4.041962)
H (-5.559542, -1.753433, 7.115589)
H (-4.136403, -3.527732, -1.702922)
H (0.049180, 0.336503, 1.823695)
H (5.370826, 2.992008, 2.284036)
H (-5.368370, -0.952235, -0.523256)
H (-4.247126, 0.284543, 7.003453)
H (5.202781, -0.790719, 0.283909)
H (6.143545, 0.675098, 2.028149)
H (3.613507, 3.912940, 0.792526)
H (5.234812, 3.634141, -2.595049)
H (1.099756, 4.787141, -4.156683)
H (2.618909, -2.825835, -4.047132)
H (1.446344, 5.686573, -2.684137)
H (2.592192, -2.624433, -0.261127)
H (-3.052669, -0.952083, -3.033884)
H (-4.581448, -3.036054, 5.398987)
H (5.770736, -2.560967, -3.345081)
H (0.386390, 4.286385, -2.620652)
H (-3.342669, -1.171648, 6.533858)
H (3.451700, -3.873273, -1.154989)

Cartesian forces, eV/Å:
W -0.5 -0.1 0.1
Si 0.2 -0.1 0.0
Si 0.0 0.1 0.0
F 0.0 0.0 0.0
O 0.0 0.0 0.1
O 0.0 0.0 0.0
O 0.1 -0.1 0.0
N 0.0 0.3 0.0
N 0.0 0.0 0.1
N -0.1 0.0 0.1
N 0.0 0.0 0.0
N 0.1 -0.1 0.0
C 0.0 0.0 0.0
C 0.0 0.0 0.0
C 0.0 0.0 0.0
C 0.1 0.1 0.0
C 0.0 0.0 0.0
C -0.1 0.0 0.0
C -0.1 0.1 0.0
C 0.2 0.1 -0.2
C 0.0 0.0 0.0
C 0.1 0.0 0.0
C -0.1 0.1 -0.1
C 0.0 -0.1 0.0
C 0.0 0.0 0.0
C 0.0 -0.1 0.0
C 0.0 0.0 0.0
C 0.0 0.1 0.0
C -0.2 0.0 0.1
C 0.0 0.0 0.0
C 0.0 0.0 0.0
C 0.0 0.0 0.0
C 0.0 0.0 0.0
C -0.1 0.0 0.0
C -0.2 -0.1 0.2
C 0.0 0.0 0.0
C 0.3 0.1 -0.2
C 0.0 0.0 0.0
C 0.0 0.0 0.0
C 0.0 0.0 -0.1
H 0.0 0.0 0.0
H 0.0 0.0 0.0
H 0.0 0.0 0.0
H 0.0 0.0 0.0
H 0.0 0.0 0.0
H 0.0 0.0 0.0
H 0.1 -0.1 0.0
H 0.0 0.0 0.0
H 0.0 0.0 0.0
H 0.0 0.0 0.0
H 0.0 0.0 0.0
H 0.0 0.0 0.0
H 0.0 0.0 0.0
H 0.0 0.0 0.0
H 0.0 0.0 0.1
H 0.0 0.0 0.0
H 0.0 0.0 0.0
H 0.0 0.0 0.0
H 0.0 0.0 0.0
H 0.0 0.0 0.0
H 0.0 0.0 0.0
H 0.0 0.0 0.0
H 0.0 0.0 0.0
H 0.0 0.0 0.0
H 0.0 0.0 0.0
H 0.0 0.0 0.0
H 0.0 0.0 0.0
H 0.0 0.0 0.0
H 0.0 0.0 0.0
H 0.0 0.0 0.0
H 0.0 0.0 0.0
H 0.0 0.0 0.0
H 0.1 0.0 0.0
H 0.0 0.0 0.0
H 0.0 0.0 0.0
H 0.0 0.0 0.0
H 0.0 0.0 0.0
H 0.0 -0.1 0.0
H 0.0 0.0 0.0
H 0.0 0.0 0.0


Record 4
Entry from the OMol25 dataset: a molecular structure, C16H12N2O5PdSSe2Te2 (ωB97M-V with the def2-TZVPD basis set).

F_max   0.5 eV/A
M   863.89 g mol⁻¹
Spin multiplicity   3
Total charge   -2
Relative energy (zero: lowest compared OMol25 entry of this formula, charge and spin)   14.0 kcal/mol

CARTESIAN COORDINATES (ANGSTROEM)
Te (3.186796, 4.194915, -2.789149)
Te (0.937479, 5.658803, -3.253803)
Pd (0.055408, 1.650173, -2.942810)
Se (2.456863, 1.916038, -3.365410)
Se (-0.766108, 3.958992, -3.224140)
S (-0.137137, 0.495555, 5.954429)
O (-2.125025, 1.284830, -3.333745)
O (-0.806615, 1.578478, 6.666421)
O (1.296313, 0.425273, 6.207333)
O (-3.829894, -0.046016, -2.727970)
O (-0.812135, -0.792903, 6.044727)
N (-0.375259, -0.596261, -2.354741)
N (-0.383665, 1.955540, 0.098375)
C (0.498865, -1.593595, -2.003489)
C (-0.152387, -0.026105, 3.234617)
C (2.342171, -3.583707, -1.318699)
C (1.856120, -1.263622, -1.780021)
C (0.078130, -2.924289, -1.834863)
C (2.753927, -2.237229, -1.450796)
C (-0.481828, 2.617734, 2.497471)
C (-0.189329, 0.324459, 1.891949)
C (-0.356428, 1.650704, 1.506109)
C (-0.268129, 0.946575, 4.221521)
C (-2.158742, -2.196549, -2.287881)
C (1.031513, -3.916278, -1.500432)
C (-0.432871, 2.271207, 3.841117)
C (-1.303889, -3.204358, -1.988786)
C (-2.637256, 0.226538, -2.876029)
C (-1.643415, -0.884570, -2.484035)
H (-1.322972, 2.163063, -0.224172)
H (-3.226035, -2.325813, -2.387073)
H (0.170272, 2.782176, -0.098394)
H (-1.659032, -4.218334, -1.837712)
H (3.789031, -1.970642, -1.278484)
H (-0.091185, -0.425724, 1.115387)
H (-0.037837, -1.060128, 3.534242)
H (-0.623976, 3.653811, 2.206309)
H (2.148159, -0.224910, -1.859665)
H (3.066593, -4.344052, -1.054624)
H (-0.540349, 3.019752, 4.615825)
H (0.693843, -4.939526, -1.378906)

Cartesian forces, eV/Å:
Te 0.1 0.0 0.1
Te 0.1 0.1 0.0
Pd -0.4 -0.3 -0.2
Se 0.3 0.0 -0.1
Se -0.2 0.1 0.0
S -0.1 0.0 0.0
O 0.1 0.1 0.2
O 0.0 0.0 0.0
O 0.1 0.0 0.0
O 0.0 0.0 -0.1
O 0.0 0.0 0.0
N 0.2 0.0 -0.1
N 0.1 0.2 0.1
C 0.0 0.3 0.1
C 0.0 0.0 0.0
C 0.1 0.1 0.0
C -0.1 0.0 0.0
C -0.1 -0.2 0.0
C 0.0 -0.1 0.0
C 0.0 0.1 0.0
C 0.0 0.0 0.0
C 0.0 -0.2 0.0
C 0.1 0.0 -0.2
C 0.0 0.2 0.0
C -0.1 0.0 0.0
C 0.0 0.0 0.1
C 0.1 -0.1 0.1
C 0.1 -0.2 0.0
C -0.2 -0.1 0.0
H 0.0 -0.1 0.0
H 0.0 0.0 0.0
H 0.0 0.0 0.0
H 0.0 0.0 0.0
H 0.0 0.0 0.0
H 0.0 0.0 0.0
H 0.0 0.0 0.0
H 0.0 0.0 0.0
H 0.0 0.0 0.0
H 0.0 0.0 0.0
H 0.0 0.0 0.0
H 0.0 0.0 0.0